Entry 1:
ORCA calculation (the ωB97M-V functional and the def2-TZVPD basis) on a structure of composition C3H4N2O2 in a non-equilibrium geometry.

LUMO (spin up / spin down) in eV: -1.09 / -1.09

Each line ends with the Mulliken charge.
CARTESIAN COORDINATES (ANGSTROEM)
C1 -1.028734 1.305730 -0.185316  -0.447
C2 0.302728 1.694918 -0.082615  -0.094
C3 -0.950186 -0.053952 -0.427835  -0.440
N1 1.101921 0.692209 0.017301  -0.751
N2 0.344772 -0.395163 -0.202393  0.988
O1 0.880174 -2.409928 1.164561  -0.379
O2 0.922287 -1.521349 -0.301596  -0.373
H1 -1.791624 2.082183 -0.171358  0.347
H2 0.713359 2.645813 -0.061659  0.475
H3 -1.711785 -0.803344 -0.731234  0.379
H4 1.217087 -3.237118 0.982142  0.296

Cartesian forces (eV/Å) of the 6 atoms listed first:
C -0.757 -0.215 -1.243
C 0.109 -0.634 0.919
C -2.464 -0.149 0.456
N 1.889 -0.745 -0.146
N 0.361 0.844 0.470
O -1.962 5.186 0.089


Entry 2:
ORCA calculation (the ωB97M-V functional and the def2-TZVPD basis) on an isolated molecule of C3H4N2O2 in a non-equilibrium geometry.

LUMO in eV: 0.65
SMILES: Nc1ncoc1O

Each line ends with the Mulliken charge.
CARTESIAN COORDINATES (ANGSTROEM)
C1 -0.508549 0.074835 -0.281877  0.099
C2 -0.188617 0.701190 1.805711  0.070
C3 0.699862 -0.306833 0.003806  0.638
H1 -1.868867 0.507057 -1.695459  0.279
H2 -0.227857 -0.063974 -2.181541  0.236
H3 -0.308642 1.026381 2.876011  0.336
H4 1.778112 -1.732964 -0.577118  0.343
N1 -1.041418 -0.106471 -1.604052  -0.541
N2 -1.082475 0.591129 0.911265  -0.574
O1 1.035075 0.127712 1.338456  -0.375
O2 1.713378 -0.818063 -0.595202  -0.511

Cartesian forces (eV/Å) of the 6 atoms listed first:
C -1.691 -0.035 0.004
C 2.161 -1.904 -0.803
C 1.461 1.243 4.719
H 1.200 -0.428 -0.833
H -0.343 0.611 -1.154
H 0.436 -0.406 -1.519


Entry 3:
ORCA calculation (the ωB97M-V functional and the def2-TZVPD basis) on an isolated molecule of C3H4N2O2 in a non-equilibrium geometry.

LUMO in eV: 0.29
SMILES: O/N=C1/C=NOC1

Each line ends with the Mulliken charge.
CARTESIAN COORDINATES (ANGSTROEM)
C1 -0.477565 -0.163417 -0.096651  0.805
C2 0.623205 0.540223 0.593071  -0.334
C3 -0.358992 -1.417140 0.545531  -0.459
H1 -0.991266 1.550257 -2.295165  0.389
H2 1.342489 0.830241 -0.143912  0.284
H3 0.364937 1.692561 0.922955  0.275
H4 -0.805466 -2.370971 0.045598  0.316
N1 -0.965142 0.074739 -1.251841  -0.581
N2 0.607487 -1.570883 1.490317  -0.167
O1 -0.493615 1.320374 -1.433234  -0.373
O2 1.153928 -0.485983 1.623330  -0.155

Cartesian forces (eV/Å) of the 6 atoms listed first:
C 1.744 -2.244 1.360
C -0.695 3.357 1.278
C -0.211 -6.051 0.446
H 1.541 0.221 1.887
H 1.215 -0.615 -0.349
H 0.390 -3.180 0.396


Entry 4:
ORCA calculation (the ωB97M-V functional and the def2-TZVPD basis) on an isolated molecule of C3H4N2O2 in a non-equilibrium geometry.

LUMO in eV: 0.18

Each line ends with the Mulliken charge.
CARTESIAN COORDINATES (ANGSTROEM)
O1 0.957444 -0.554598 2.237721  -0.484
C1 0.570326 -0.176878 1.003644  0.544
N1 -0.605201 -0.648358 0.537757  -0.654
C2 -0.817438 -0.094697 -0.644235  0.515
O2 -1.858109 -0.404793 -1.510712  -0.512
C3 -0.036844 0.786890 -1.309700  -0.170
N2 1.291692 0.626285 0.266962  -0.453
H1 0.208095 -1.038504 2.625999  0.364
H2 -1.496947 -1.028625 -2.159542  0.360
H3 -0.435897 1.727498 -1.725725  0.258
H4 2.222879 0.805779 0.677832  0.231

Cartesian forces (eV/Å) of the 6 atoms listed first:
O -0.152 0.020 -0.387
C -0.474 0.152 -0.441
N -0.224 -0.070 -0.224
C -0.168 -0.240 -0.486
O -0.245 -0.658 0.702
C 1.864 0.162 1.443


Entry 5:
ORCA calculation (the ωB97M-V functional and the def2-TZVPD basis) on an isolated molecule of C3H4N2O2 in a non-equilibrium geometry.

LUMO in eV: 0.66
SMILES: O/N=C1/C=NOC1

Each line ends with the Mulliken charge.
CARTESIAN COORDINATES (ANGSTROEM)
C1 0.321668 0.339233 0.064163  0.760
C2 -0.746132 -0.497350 -0.666063  -0.246
C3 0.603144 -0.501492 1.232580  -0.477
H1 0.493335 2.978211 -1.286060  0.379
H2 -1.699324 0.116776 -0.554984  0.242
H3 -0.538851 -0.850867 -1.754239  0.271
H4 1.221328 -0.239614 2.052852  0.453
N1 0.747866 1.486203 -0.184917  -0.534
N2 -0.072604 -1.569326 1.233779  -0.280
O1 0.209829 1.998876 -1.389837  -0.388
O2 -0.869254 -1.682000 0.191879  -0.180

Cartesian forces (eV/Å) of the 6 atoms listed first:
C -1.233 -2.112 -0.649
C -0.345 0.453 -0.510
C 0.115 1.093 -0.505
H -0.756 -2.406 -0.575
H 0.930 -0.981 -0.600
H -0.351 0.862 1.996


Entry 6:
ORCA calculation (the ωB97M-V functional and the def2-TZVPD basis) on an isolated molecule of C3H4N2O2 in a non-equilibrium geometry.

LUMO (spin up / spin down) in eV: -1.77 / -2.34

Each line ends with the Mulliken charge.
CARTESIAN COORDINATES (ANGSTROEM)
C1 -1.893028 0.586989 -1.336506  -0.079
C2 0.461297 -0.317082 0.774962  0.685
C3 1.247283 0.097666 -0.325733  -0.296
N1 -1.638948 0.194402 -0.186185  -0.045
N2 -0.963540 -0.072905 0.822660  -0.098
O1 0.917430 -0.958017 1.749959  -0.721
O2 2.597098 0.181432 -0.354907  -0.454
H1 -2.868529 0.522729 -1.908396  0.294
H2 0.800478 0.554399 -1.314235  0.081
H3 -1.481484 -0.399809 1.675233  0.325
H4 2.821943 -0.389804 0.403147  0.309

Cartesian forces (eV/Å) of the 6 atoms listed first:
C -0.401 -1.631 3.876
C 2.556 -0.982 -0.294
C -3.310 2.202 -2.589
N -2.701 2.124 -5.624
N 0.591 -0.828 1.735
O -0.175 0.650 0.080


Entry 7:
ORCA calculation (the ωB97M-V functional and the def2-TZVPD basis) on an isolated molecule of C3H4N2O2 in a non-equilibrium geometry.

LUMO in eV: 0.87
SMILES: Cn1ncoc1=O

Each line ends with the Mulliken charge.
CARTESIAN COORDINATES (ANGSTROEM)
C1 -1.277278 0.766210 -0.478047  -0.772
C2 1.503078 -0.250395 1.150470  0.019
C3 0.470106 -1.002674 -0.546730  0.597
H1 -1.853284 0.018756 -1.112424  0.320
H2 -2.013962 1.019101 0.339136  0.279
H3 -1.194774 1.726906 -0.991251  0.271
H4 2.244075 -0.228251 2.004295  0.376
N1 -0.038543 0.243893 -0.136429  0.500
N2 0.652603 0.638172 0.988224  -0.680
O1 1.562623 -1.258854 0.240687  -0.292
O2 -0.054646 -1.672864 -1.457931  -0.617

Cartesian forces (eV/Å) of the 6 atoms listed first:
C -3.674 0.658 -0.953
C 3.489 -0.542 2.584
C -3.311 -0.216 -3.150
H 1.087 0.956 0.516
H 1.273 -0.678 -0.072
H 0.165 -0.213 -0.398


Entry 8:
ORCA calculation (the ωB97M-V functional and the def2-TZVPD basis) on an isolated molecule of C3H4N2O2 in a non-equilibrium geometry.

LUMO in eV: 0.90
SMILES: Oc1c[nH]nc1O

Each line ends with the Mulliken charge.
CARTESIAN COORDINATES (ANGSTROEM)
C1 0.346502 0.700836 -0.090872  0.690
C2 -0.968040 0.963482 -0.043537  -0.781
C3 0.493477 -0.679076 -0.127210  0.364
H1 2.162803 1.188615 0.237206  0.312
H2 -1.591504 1.864218 0.000546  0.417
H3 -2.542013 -0.518097 0.136583  0.270
H4 1.274641 -2.270136 0.056042  0.360
N1 -1.545220 -0.239150 -0.083526  0.235
N2 -0.690781 -1.263349 0.006436  -0.802
O1 1.367427 1.661354 -0.039811  -0.567
O2 1.692704 -1.408692 -0.051853  -0.498

Cartesian forces (eV/Å) of the 6 atoms listed first:
C 3.047 1.981 0.027
C -1.710 1.040 -0.181
C 0.621 -0.942 1.090
H -0.008 0.153 -0.073
H 0.717 -0.405 -0.069
H 1.859 1.030 -0.534


Entry 9:
ORCA calculation (the ωB97M-V functional and the def2-TZVPD basis) on an isolated molecule of C3H4N2O2 in a non-equilibrium geometry.

LUMO in eV: 0.71
SMILES: Nn1occc1=O

Each line ends with the Mulliken charge.
CARTESIAN COORDINATES (ANGSTROEM)
C1 -1.589108 -0.581053 -0.092111  -0.293
C2 -1.497789 0.767794 0.072182  -0.299
C3 -0.041916 0.840304 0.032378  0.614
H1 2.304785 -1.060316 0.865101  0.279
H2 2.231318 -0.065607 -0.666526  0.278
H3 -2.511857 -1.102637 -0.048740  0.417
H4 -1.935314 1.942477 -0.284025  0.287
N1 1.788602 -0.832103 -0.133381  -0.713
N2 0.511046 -0.341425 0.067052  0.507
O1 -0.474920 -1.465255 0.038113  -0.354
O2 0.798222 1.757568 0.027363  -0.724

Cartesian forces (eV/Å) of the 6 atoms listed first:
C -1.857 -1.256 1.366
C 1.778 2.008 -2.571
C 2.631 3.388 0.721
H -1.613 1.312 -3.246
H 0.326 -0.642 0.648
H -0.584 -0.734 -0.411


Entry 10:
ORCA calculation (the ωB97M-V functional and the def2-TZVPD basis) on an isolated molecule of C3H4N2O2 in a non-equilibrium geometry.

LUMO in eV: 0.66
SMILES: Oc1cn(O)cn1

Each line ends with the Mulliken charge.
CARTESIAN COORDINATES (ANGSTROEM)
C1 -1.196967 -0.137714 0.003697  0.447
C2 -0.081306 -0.935891 -0.058714  -0.497
C3 0.493273 1.215552 -0.092244  -0.268
H1 -3.102718 0.188051 0.065327  0.364
H2 0.035208 -1.936279 -0.301596  0.440
H3 2.697661 -0.504662 0.751872  0.360
H4 1.078071 2.036920 -0.135470  0.494
N1 1.002382 -0.108573 0.009974  0.266
N2 -0.797736 1.169377 -0.043258  -0.653
O1 -2.437308 -0.534191 -0.056331  -0.513
O2 2.309438 -0.452585 -0.143258  -0.441

Cartesian forces (eV/Å) of the 6 atoms listed first:
C 3.155 0.994 -0.664
C -0.541 0.398 0.548
C -0.373 -4.696 0.843
H 1.242 -0.623 -0.169
H 0.117 -1.703 0.051
H -0.360 0.007 -0.413


Entry 11:
ORCA calculation (the ωB97M-V functional and the def2-TZVPD basis) on an isolated molecule of C3H4N2O2 in a non-equilibrium geometry.

LUMO in eV: -0.15
SMILES: [H]/N=C\N(C=O)C=O

Each line ends with the Mulliken charge.
CARTESIAN COORDINATES (ANGSTROEM)
C1 -0.016068 0.806927 1.043084  0.093
C2 -0.375917 -1.393699 -0.346001  0.089
C3 0.702244 0.576238 -1.258991  0.105
H1 -1.499680 0.062481 1.524659  0.284
H2 0.934041 1.493095 1.273249  0.228
H3 -0.107203 -2.039472 0.783769  0.241
H4 1.599075 1.499824 -0.932717  0.199
N1 -0.934043 0.820169 1.931516  -0.531
N2 0.041129 -0.001115 -0.166492  0.180
O1 -0.584608 -2.004777 -1.404985  -0.395
O2 0.241028 0.180330 -2.447092  -0.495

Cartesian forces (eV/Å) of the 6 atoms listed first:
C 2.166 1.075 1.490
C 1.220 -3.349 0.211
C -2.084 -0.323 -5.533
H -1.224 0.259 0.892
H -2.018 -1.466 -1.181
H -1.328 1.949 -3.070


Entry 12:
ORCA calculation (the ωB97M-V functional and the def2-TZVPD basis) on an isolated molecule of C3H4N2O2 in a non-equilibrium geometry.

LUMO in eV: 0.87
SMILES: O/N=c1/[nH]cco1

Each line ends with the Mulliken charge.
CARTESIAN COORDINATES (ANGSTROEM)
C1 0.192114 -0.578765 0.042321  0.484
C2 0.201568 1.612259 0.536073  -0.204
C3 -0.821046 1.390062 -0.345563  -0.271
H1 0.217212 -3.386490 -1.086926  0.374
H2 1.046378 0.117010 1.653539  0.252
H3 0.534156 2.556994 0.969355  0.360
H4 -1.592688 2.093053 -0.666185  0.363
N1 0.459418 -1.807466 -0.065552  -0.559
N2 0.785248 0.416563 0.773916  -0.117
O1 -0.140273 -2.433852 -1.177383  -0.371
O2 -0.882088 0.020631 -0.633595  -0.310

Cartesian forces (eV/Å) of the 6 atoms listed first:
C -2.693 0.385 -1.872
C -2.791 1.485 -1.519
C 1.200 0.402 1.488
H -0.889 2.390 -0.169
H 1.181 -0.199 2.117
H -0.151 -0.591 -0.111


Relative energy (zero: lowest compared OMol25 entry of this formula, charge and spin) values, unit kJ/mol, following the record order: 706.5; 285.6; 689.8; 445.6; 503.6; 773.9; 215.6; 244.9; 615.6; 355.6; 482.9; 419.6.
E values, unit eV, following the record order: -10244.943; -10249.305; -10245.116; -10247.647; -10247.046; -10244.244; -10250.031; -10249.727; -10245.884; -10248.579; -10247.260; -10247.917.